Computed, not measured: a single C7H13N3O2S molecule at a distorted geometry, with ωB97M-V/def2-TZVPD.

The geometry in ORCA input format:
```
! RIJCOSX wB97M-V def2-TZVPD def2/J DEFGRID3
* xyz 0 1
C -0.91 1.66 0.94
C -2.22 -0.25 0.32
C 0.23 0.82 -1.38
C -0.28 2.32 -1.30
C -0.62 -3.18 0.43
C 1.38 1.80 2.48
C -1.15 -2.14 -0.55
N 0.09 -0.13 -0.33
N -0.51 2.67 0.12
N -1.11 -0.74 -0.26
O -2.08 1.08 0.77
O -3.24 -0.85 0.48
S -0.47 1.79 2.64
H -0.19 0.56 -2.33
H 1.32 0.97 -1.41
H 0.54 2.95 -1.67
H -1.12 2.46 -1.89
H -1.29 -3.01 1.38
H -1.04 -4.17 0.02
H 0.38 -3.09 0.68
H 1.95 1.47 3.38
H 1.76 2.81 2.32
H 1.70 1.06 1.73
H -0.58 -2.31 -1.47
H -2.27 -2.37 -0.65
H 0.26 3.03 0.56
*
```

Results
HOMO level (spin up / spin down) ... -0.2916 / -0.2916 Ha

***

Computed, not measured: a molecular structure, C54H49GeN5O5PS3Ti, with ωB97M-V/def2-TZVPD.

The geometry in ORCA input format:
```
! RIJCOSX wB97M-V def2-TZVPD def2/J DEFGRID3
* xyz 0 2
Ti 0.54 -0.11 -0.02
O 1.82 -0.63 -1.33
C 1.20 0.23 -2.19
C 0.56 -0.45 -3.36
C 1.07 -0.26 -4.64
C 0.57 -0.98 -5.71
C -0.47 -1.89 -5.52
C -1.00 -2.07 -4.26
C -0.48 -1.36 -3.17
P -1.28 -1.33 -1.54
C -1.83 -3.01 -1.16
C -2.80 -3.19 -0.17
C -3.14 -4.46 0.26
C -2.50 -5.57 -0.27
C -1.52 -5.40 -1.24
C -1.18 -4.13 -1.68
C -2.74 -0.33 -1.95
C -2.47 1.00 -2.29
C -3.50 1.84 -2.70
C -4.80 1.37 -2.75
C -5.07 0.05 -2.41
C -4.04 -0.80 -2.03
H 1.86 0.47 -4.78
H 0.98 -0.82 -6.70
H -0.87 -2.43 -6.37
H -1.84 -2.74 -4.12
H -3.29 -2.33 0.27
H -3.90 -4.58 1.03
H -2.76 -6.57 0.06
H -1.01 -6.26 -1.66
H -0.41 -4.01 -2.43
H -1.46 1.39 -2.26
H -3.26 2.85 -2.99
H -5.61 2.02 -3.06
H -6.09 -0.33 -2.46
H -4.27 -1.83 -1.78
N -0.68 -0.73 1.80
C -0.56 0.51 2.59
C -0.69 1.72 1.65
O -0.73 2.84 2.13
O -0.72 1.44 0.38
H -1.68 -0.86 1.65
H -0.35 -1.54 2.32
H 0.42 0.56 3.08
H -1.34 0.62 3.35
S 0.67 2.77 -3.11
C 1.40 1.60 -2.17
S -4.07 -0.20 1.77
C -3.91 1.47 1.90
N -3.55 2.19 0.78
C -3.36 3.52 0.78
C -3.60 4.22 1.92
C -3.98 3.46 3.04
N -4.13 2.16 3.04
H -3.32 1.65 -0.05
H -3.01 3.94 -0.15
H -3.44 5.28 1.98
H -4.16 3.96 3.98
O 2.01 1.19 0.72
C 2.52 2.06 0.01
O 2.40 2.17 -1.28
C 3.24 3.19 0.67
C 2.16 4.29 0.79
Ge 2.20 5.32 2.46
C 3.82 6.41 2.61
C 4.56 6.48 3.79
C 5.69 7.28 3.88
C 6.10 8.03 2.78
C 5.37 7.97 1.60
C 4.24 7.17 1.52
C 2.09 4.05 3.94
C 0.86 3.78 4.53
C 0.74 2.81 5.51
C 1.85 2.08 5.91
C 3.09 2.34 5.33
C 3.20 3.32 4.35
C 0.63 6.49 2.42
C 0.46 7.48 3.39
C -0.65 8.32 3.36
C -1.59 8.19 2.36
C -1.43 7.21 1.38
C -0.33 6.36 1.43
H 4.09 3.53 0.10
H 3.56 2.83 1.64
H 1.17 3.84 0.82
H 2.18 4.93 -0.09
H 4.25 5.91 4.66
H 6.25 7.32 4.80
H 6.98 8.65 2.85
H 5.68 8.55 0.74
H 3.68 7.14 0.59
H -0.03 4.32 4.20
H -0.23 2.61 5.95
H 1.76 1.32 6.68
H 3.96 1.78 5.64
H 4.17 3.50 3.91
H 1.20 7.61 4.17
H -0.76 9.08 4.12
H -2.45 8.85 2.32
H -2.16 7.12 0.59
H -0.24 5.59 0.67
N 2.48 -3.22 -0.87
C 2.77 -3.17 0.45
S 2.11 -1.97 1.42
N 3.56 -4.18 0.89
C 4.10 -4.53 2.15
C 4.02 -3.76 3.31
C 4.61 -4.23 4.48
C 5.28 -5.45 4.52
C 5.36 -6.20 3.36
C 4.78 -5.75 2.19
H 2.10 -2.35 -1.27
H 3.07 -3.77 -1.47
H 3.81 -4.84 0.18
H 3.51 -2.81 3.31
H 4.54 -3.63 5.37
H 5.73 -5.80 5.43
H 5.88 -7.15 3.36
H 4.85 -6.35 1.29
*
```

Results
HOMO level (spin up / spin down) ... -0.2501 / -0.2508 Ha

***

Computed, not measured: a single C22H22N2O4S molecule at a distorted geometry, with ωB97M-V/def2-TZVPD.

The geometry in ORCA input format:
```
! RIJCOSX wB97M-V def2-TZVPD def2/J DEFGRID3
* xyz 0 1
C 5.77 0.16 -1.02
C 4.83 0.31 0.19
C 4.80 1.78 0.65
C 5.38 -0.54 1.33
C 3.43 -0.10 -0.23
C 2.73 -1.13 0.39
C 1.45 -1.47 -0.01
C 0.84 -0.78 -1.05
C -0.51 -1.10 -1.46
N -1.25 -0.47 -2.31
N -2.46 -1.06 -2.32
C -2.39 -2.04 -1.47
S -3.67 -3.10 -1.01
C -3.19 -3.46 0.73
C -2.38 -2.37 1.43
O -1.44 -2.70 2.11
C -2.76 -0.97 1.19
C -1.75 -0.01 1.30
C -1.97 1.29 0.91
C -3.23 1.67 0.43
C -4.27 0.74 0.42
C -4.03 -0.57 0.78
O -5.55 1.08 0.06
C -5.75 2.47 -0.06
C -4.57 3.12 -0.78
O -3.39 2.94 -0.02
O -1.18 -2.14 -0.89
C 1.52 0.26 -1.68
C 2.80 0.58 -1.27
H 5.77 -0.87 -1.37
H 6.79 0.43 -0.73
H 5.47 0.80 -1.84
H 4.48 2.44 -0.15
H 5.80 2.09 0.97
H 4.12 1.89 1.49
H 5.44 -1.59 1.05
H 6.39 -0.21 1.58
H 4.77 -0.45 2.22
H 3.17 -1.68 1.20
H 0.92 -2.27 0.49
H -4.13 -3.61 1.25
H -2.61 -4.38 0.75
H -0.77 -0.32 1.65
H -1.19 2.03 0.93
H -4.86 -1.27 0.74
H -6.68 2.60 -0.62
H -5.85 2.92 0.94
H -4.71 4.19 -0.89
H -4.44 2.65 -1.76
H 1.04 0.79 -2.48
H 3.31 1.39 -1.77
*
```

Results
HOMO level ... -0.3063 Ha

***

Results for energy relative to the best compared isomer or geometry (same formula, charge and spin): 2.464 0.000 1.099 (in eV, following the order of the records).
Results for DFT total energy: -26866.67086 -195912.25979 -45175.75904 (in eV, following the order of the records).